(1)
A 7-piece molecular cluster, C52H77Br3I3N2O15P overall at a distorted geometry. Source: OMol25; level of theory: ωB97M-V with the def2-TZVPD basis set.

As for the gap between HOMO and LUMO: 7.15 eV. As for the structure (SMILES): CC(=O)OCCCCc1nc2c(I)c(CCc3ccccc3)c(P(O)Br)c([C@@H](Br)[C@@H](C)Br)c2nc1/C(I)=C(/C)I.CCOC(C)=O.CCOC(C)=O.CCOC(C)=O.CCOC(C)=O.CCOC(C)=O.CCOC(C)=O. For the total energy, the calculation gives -332580.2895 eV.

Last column: Löwdin charge in e.
CARTESIAN COORDINATES (ANGSTROEM)
C -1.539 -1.163 8.406  -0.011
C -1.625 -1.603 6.894  -0.515
O -0.582 -1.768 6.305  0.077
O -2.854 -1.760 6.246  -0.068
C -3.245 -0.501 5.618  -0.205
C -4.512 -0.861 4.735  -0.165
C -5.530 0.320 4.562  -0.177
C -5.076 1.552 3.663  -0.131
C -3.675 1.405 2.951  -0.172
N -3.602 0.420 2.017  0.121
C -2.333 0.453 1.441  -0.218
C -2.072 -0.566 0.350  -0.490
I -3.725 -1.915 -0.090  0.862
C -0.793 -0.616 -0.381  -0.205
C -0.666 -1.752 -1.450  -0.220
C -0.977 -1.370 -2.954  -0.151
C -1.175 0.124 -3.313  -0.198
C -0.277 0.670 -4.368  -0.097
C -0.341 2.048 -4.864  -0.128
C -1.372 2.923 -4.294  -0.094
C -2.294 2.456 -3.238  -0.061
C -2.178 1.051 -2.781  -0.030
C 0.324 0.392 -0.068  -0.264
P 1.954 0.434 -1.013  0.649
O 2.065 -0.796 -2.143  -0.388
Br 1.928 2.301 -2.353  0.398
C 0.097 1.365 1.039  -0.160
C 1.157 2.413 1.536  -0.674
Br 2.933 1.584 1.962  0.663
C 1.284 3.701 0.616  -0.722
C -0.064 3.974 -0.161  -0.183
Br 1.493 5.289 1.838  0.630
C -1.233 1.373 1.760  -0.129
N -1.380 2.340 2.743  0.144
C -2.590 2.364 3.341  -0.250
C -2.758 3.481 4.424  -0.660
I -4.068 5.168 4.174  0.974
C -2.027 3.441 5.590  -0.727
C -2.153 4.595 6.668  -0.225
I -0.628 1.877 6.079  0.980
H -1.962 -0.127 8.542  0.067
H -0.460 -1.128 8.719  0.090
H -2.066 -1.899 9.068  0.085
H -2.418 -0.172 4.931  0.074
H -3.493 0.242 6.421  0.123
H -4.228 -1.381 3.778  0.109
H -5.052 -1.654 5.343  0.122
H -5.806 0.734 5.580  0.114
H -6.496 -0.068 4.121  0.113
H -5.177 2.498 4.247  0.039
H -5.816 1.636 2.809  0.124
H -1.332 -2.639 -1.223  0.041
H 0.361 -2.200 -1.287  0.105
H -0.169 -1.818 -3.607  0.111
H -1.922 -1.913 -3.269  0.117
H 0.511 0.007 -4.826  0.106
H 0.388 2.364 -5.654  0.101
H -1.453 3.963 -4.687  0.091
H -3.079 3.138 -2.826  0.099
H -2.888 0.659 -2.005  0.082
H 1.739 -0.511 -3.022  0.015
H 0.894 2.831 2.549  0.035
H 2.199 3.730 -0.019  0.025
H 0.009 5.014 -0.600  0.051
H -0.327 3.192 -0.917  0.032
H -0.945 4.033 0.549  0.085
H -1.827 5.590 6.240  0.069
H -3.225 4.664 6.984  0.051
H -1.497 4.367 7.548  0.048
C 5.302 -1.974 4.104  -0.061
C 5.574 -1.157 2.857  -0.238
O 6.461 -0.068 3.136  -0.009
C 7.805 -0.176 3.150  -0.526
C 8.427 -1.546 3.146  0.000
O 8.483 0.815 3.240  0.098
H 6.215 -2.428 4.495  0.067
H 4.584 -2.768 3.894  0.079
H 4.902 -1.337 4.895  0.084
H 5.948 -1.765 2.030  0.117
H 4.641 -0.708 2.513  0.064
H 8.638 -1.846 4.172  0.101
H 9.361 -1.499 2.586  0.094
H 7.820 -2.306 2.661  0.051
C -2.688 8.704 -0.265  -0.074
C -3.782 9.655 0.180  -0.227
O -4.662 9.014 1.114  0.002
C -4.426 8.931 2.433  -0.543
C -3.059 9.283 2.957  0.007
O -5.280 8.504 3.170  0.059
H -2.064 8.390 0.572  0.069
H -2.049 9.172 -1.015  0.075
H -3.123 7.799 -0.691  0.090
H -3.390 10.590 0.588  0.113
H -4.395 9.928 -0.680  0.122
H -2.464 8.374 3.042  0.086
H -3.176 9.731 3.945  0.093
H -2.527 10.013 2.351  0.069
C 6.110 -7.235 3.295  -0.065
C 6.396 -6.426 2.046  -0.232
O 7.304 -5.352 2.322  -0.008
C 8.646 -5.480 2.336  -0.520
C 9.252 -6.858 2.334  0.010
O 9.336 -4.499 2.424  0.106
H 7.013 -7.706 3.686  0.067
H 5.376 -8.016 3.087  0.082
H 5.722 -6.589 4.085  0.084
H 6.757 -7.041 1.220  0.114
H 5.471 -5.959 1.702  0.123
H 9.460 -7.158 3.360  0.098
H 10.187 -6.820 1.773  0.094
H 8.636 -7.613 1.850  0.069
C 2.292 7.312 -4.755  -0.063
C 1.206 8.273 -4.317  -0.232
O 0.313 7.655 -3.382  0.001
C 0.540 7.578 -2.057  -0.514
C 1.910 7.907 -1.526  0.017
O -0.328 7.180 -1.324  0.073
H 2.914 6.996 -3.916  0.069
H 2.934 7.774 -5.506  0.083
H 1.849 6.407 -5.178  0.083
H 1.608 9.206 -3.915  0.114
H 0.598 8.547 -5.181  0.122
H 2.485 6.986 -1.427  0.096
H 1.796 8.366 -0.544  0.093
H 2.463 8.619 -2.136  0.070
C -3.787 -5.223 -5.795  -0.062
C -3.528 -4.446 -7.070  -0.230
O -2.623 -3.360 -6.839  -0.002
C -1.282 -3.482 -6.843  -0.527
C -0.673 -4.857 -6.817  0.002
O -0.593 -2.494 -6.794  0.088
H -2.873 -5.677 -5.407  0.063
H -4.518 -6.015 -5.970  0.077
H -4.166 -4.558 -5.016  0.082
H -3.175 -5.082 -7.885  0.114
H -4.461 -3.995 -7.412  0.121
H -0.448 -5.130 -5.787  0.091
H 0.253 -4.835 -7.393  0.096
H -1.295 -5.625 -7.269  0.061
C -3.751 -10.481 -4.748  -0.064
C -3.480 -9.708 -6.023  -0.230
O -2.562 -8.631 -5.791  -0.011
C -1.223 -8.766 -5.793  -0.517
C -0.623 -10.146 -5.767  0.012
O -0.525 -7.785 -5.743  0.101
H -2.843 -10.945 -4.358  0.068
H -4.490 -11.264 -4.923  0.083
H -4.123 -9.812 -3.970  0.086
H -3.133 -10.348 -6.837  0.115
H -4.407 -9.246 -6.366  0.121
H -0.400 -10.419 -4.735  0.099
H 0.304 -10.128 -6.342  0.094
H -1.250 -10.910 -6.220  0.070



(2)
A 13-piece molecular cluster, C52H79BN11O11 overall at a distorted geometry. Source: OMol25; level of theory: ωB97M-V with the def2-TZVPD basis set.

As for the gap between HOMO and LUMO: 10.27 eV. For the total energy, the calculation gives -94803.6437 eV. As for the total charge: -1.

Last column: Löwdin charge in e.
CARTESIAN COORDINATES (ANGSTROEM)
O -1.132 21.428 -11.823  0.139
C -0.299 20.562 -11.828  -0.372
O 0.371 20.181 -10.762  0.221
B 1.092 18.919 -11.054  -0.911
O 0.839 18.676 -12.479  0.203
C 0.029 19.585 -12.976  -0.377
O -0.446 19.645 -14.071  0.146
O 0.624 17.777 -10.260  0.218
C 1.641 17.194 -9.660  -0.380
O 1.580 16.338 -8.830  0.128
C 2.876 18.059 -9.924  -0.394
O 2.534 19.021 -10.760  0.234
O 3.965 17.849 -9.485  0.159
N -6.541 21.754 -9.660  0.059
C -5.710 21.600 -10.700  -0.160
C -4.333 21.636 -10.579  -0.085
C -3.761 22.012 -9.373  -0.068
C -4.627 22.263 -8.318  -0.077
C -5.980 22.053 -8.480  -0.156
H -6.224 21.428 -11.638  0.096
H -3.690 21.527 -11.446  0.080
H -2.696 22.169 -9.279  0.100
H -4.227 22.598 -7.368  0.105
H -6.654 22.085 -7.633  0.102
C 4.161 14.771 -5.561  -0.105
C 3.523 15.920 -6.331  -0.138
O 3.882 17.080 -5.595  0.045
C 4.432 16.717 -4.405  -0.573
O 4.718 17.470 -3.539  0.163
O 4.647 15.394 -4.376  0.066
H 4.959 14.296 -6.131  0.127
H 3.430 14.037 -5.222  0.122
H 2.439 15.829 -6.371  0.078
H 3.819 15.944 -7.380  0.111
C -0.463 13.989 -15.327  -0.091
C -0.801 14.657 -13.988  -0.249
C 0.009 15.918 -13.766  -0.184
C 1.475 15.681 -13.709  -0.192
N 2.595 15.437 -13.717  0.195
H 0.517 13.516 -15.329  0.071
H -0.616 14.738 -16.103  0.079
H -1.178 13.190 -15.542  0.070
H -0.820 14.012 -13.109  0.106
H -1.844 14.983 -14.068  0.087
H -0.265 16.408 -12.827  0.092
H -0.144 16.688 -14.527  0.108
C -2.925 14.106 -6.189  -0.095
C -1.938 14.459 -7.319  -0.258
C -1.091 15.676 -6.952  -0.191
C -0.193 15.287 -5.856  -0.224
N 0.533 14.975 -5.026  0.173
H -3.604 13.312 -6.501  0.071
H -3.398 15.020 -5.845  0.073
H -2.349 13.600 -5.407  0.072
H -2.584 14.733 -8.161  0.087
H -1.309 13.637 -7.652  0.099
H -1.631 16.560 -6.608  0.108
H -0.464 15.964 -7.801  0.084
C 4.602 20.231 -5.793  -0.095
C 4.831 20.710 -7.228  -0.264
C 6.202 21.295 -7.550  -0.178
C 6.615 22.363 -6.617  -0.233
N 6.928 23.213 -5.916  0.133
H 4.589 21.145 -5.195  0.078
H 5.394 19.592 -5.400  0.075
H 3.669 19.679 -5.714  0.052
H 4.081 21.493 -7.393  0.100
H 4.556 19.945 -7.960  0.093
H 6.103 21.765 -8.530  0.119
H 6.948 20.505 -7.619  0.119
C 5.843 16.387 -11.879  -0.109
C 6.666 15.211 -12.411  -0.234
C 6.090 14.701 -13.738  -0.191
C 6.133 15.757 -14.751  -0.235
N 6.134 16.606 -15.520  0.164
H 4.815 16.132 -11.613  0.050
H 5.795 17.228 -12.574  0.048
H 6.287 16.790 -10.968  0.078
H 6.573 14.393 -11.695  0.102
H 7.689 15.573 -12.483  0.112
H 5.032 14.427 -13.683  0.084
H 6.600 13.809 -14.104  0.114
C -5.157 18.023 -9.425  -0.088
C -3.918 18.362 -8.589  -0.235
C -2.650 18.384 -9.433  -0.160
C -2.334 17.079 -10.050  -0.216
N -2.086 16.074 -10.546  0.197
H -4.997 17.168 -10.085  0.067
H -5.414 18.879 -10.051  0.052
H -6.008 17.781 -8.790  0.078
H -3.803 17.640 -7.773  0.101
H -4.091 19.315 -8.089  0.099
H -1.773 18.658 -8.846  0.098
H -2.827 19.096 -10.244  0.110
C 0.728 13.567 -9.599  -0.113
C 1.654 13.920 -10.757  -0.248
C 3.135 13.663 -10.436  -0.170
C 3.372 12.244 -10.219  -0.238
N 3.538 11.114 -10.117  0.141
H -0.294 13.872 -9.844  0.058
H 0.957 14.080 -8.662  0.056
H 0.660 12.495 -9.402  0.079
H 1.476 14.968 -10.991  0.077
H 1.356 13.281 -11.588  0.110
H 3.395 14.161 -9.495  0.114
H 3.791 14.104 -11.187  0.091
C -4.864 19.667 -13.903  -0.094
C -4.645 18.211 -13.491  -0.238
C -3.218 17.681 -13.658  -0.176
C -2.724 17.803 -15.045  -0.236
N -2.324 17.909 -16.115  0.174
H -4.226 20.342 -13.326  0.058
H -5.903 19.915 -13.692  0.072
H -4.631 19.782 -14.962  0.066
H -5.320 17.637 -14.130  0.115
H -4.898 18.130 -12.432  0.089
H -3.209 16.612 -13.445  0.100
H -2.573 18.222 -12.965  0.102
C -2.984 22.075 -16.310  -0.099
C -1.518 21.611 -16.392  -0.241
C -0.623 22.323 -15.379  -0.198
C -0.391 23.750 -15.685  -0.229
N -0.267 24.866 -15.937  0.125
H -3.007 23.107 -16.672  0.069
H -3.351 22.069 -15.285  0.063
H -3.590 21.455 -16.967  0.068
H -1.164 21.753 -17.411  0.113
H -1.491 20.568 -16.084  0.066
H 0.395 21.928 -15.349  0.090
H -1.037 22.251 -14.373  0.100
C 0.463 19.148 -6.451  -0.068
C 1.045 20.252 -7.336  -0.227
C 0.072 21.337 -7.802  -0.172
C -0.401 22.115 -6.641  -0.232
N -0.778 22.678 -5.714  0.139
H 1.199 18.349 -6.350  0.069
H -0.424 18.726 -6.931  0.055
H 0.216 19.489 -5.445  0.083
H 1.409 19.735 -8.229  0.094
H 1.924 20.706 -6.877  0.096
H -0.755 20.880 -8.341  0.091
H 0.585 22.090 -8.402  0.126
C 3.250 20.525 -15.889  -0.093
C 3.533 19.094 -15.445  -0.245
C 3.725 18.934 -13.933  -0.179
C 4.932 19.662 -13.487  -0.244
N 5.863 20.246 -13.157  0.144
H 4.101 21.154 -15.617  0.073
H 2.430 20.990 -15.332  0.052
H 2.996 20.612 -16.943  0.073
H 4.441 18.702 -15.906  0.087
H 2.746 18.412 -15.776  0.105
H 3.927 17.885 -13.704  0.081
H 2.912 19.280 -13.294  0.092



no.,E_HOMO (eV)
1,-8.161
2,-8.670